No. 1
21
Properties=species:S:1:pos:R:3 method="wB97M-V/def2-TZVPD" homo_ev=-10.72 gap_ev=5.82 charge=+1 largest_force_ha_per_bohr=0.015 total_energy_ev=-96357.2273
Br 1.82 -0.20 -0.76
Cl -1.07 -1.86 -0.20
N -1.09 -1.79 -1.87
N 1.46 -0.13 -3.52
N -0.53 0.28 2.24
N 0.93 -0.55 -2.33
N -0.38 -1.20 -4.01
C -0.20 -1.20 -2.68
C 0.21 1.43 2.20
C -0.57 1.12 4.29
C 0.21 1.98 3.46
C 0.65 -0.54 -4.48
C -1.01 0.09 3.51
H -1.86 -2.25 -2.33
H 0.70 2.89 3.75
H 2.33 0.37 -3.58
H -0.78 1.26 5.33
H -0.71 -0.33 1.46
H -1.62 -0.77 3.75
H 0.67 1.77 1.29
H 0.83 -0.36 -5.53

No. 2
20
Properties=species:S:1:pos:R:3 method="wB97M-V/def2-TZVPD" homo_ev=-8.03 gap_ev=8.53 charge=0 smiles="CCOC(=O)CO/C(O)=C(/F)Br" largest_force_ha_per_bohr=0.054 total_energy_ev=-87299.2224 relative_energy_kcal_mol=0.0
Br 6.17 -1.01 -0.11
F 6.13 1.73 -0.40
O 0.34 -0.80 0.02
O 3.39 -0.03 0.87
O 1.03 1.33 -0.53
O 3.45 2.13 -0.11
C 4.03 0.94 0.16
C 2.05 0.06 1.30
C -2.01 -0.15 -0.50
C 5.34 0.67 0.01
C -0.73 -0.97 -0.94
C 1.05 0.29 0.10
H -0.49 -0.64 -2.00
H -1.73 0.91 -0.52
H 2.55 1.96 -0.52
H -2.82 -0.37 -1.09
H -0.87 -2.00 -0.89
H 1.90 -0.78 1.92
H 1.81 0.90 1.99
H -2.47 -0.28 0.47

No. 3
17
Properties=species:S:1:pos:R:3 method="wB97M-V/def2-TZVPD" homo_ev=-8.69 gap_ev=8.50 charge=0 smiles="CS[C@@]1(Br)CC=CC=N1" largest_force_ha_per_bohr=0.084 total_energy_ev=-88717.4575 relative_energy_kcal_mol=53.1
Br 2.24 -0.67 1.43
S 1.44 0.62 -1.47
N -0.25 -0.87 -0.27
C -1.26 -1.03 0.48
C 0.72 0.17 0.12
C 0.10 1.36 0.83
C -0.85 0.86 1.88
C -1.53 -0.24 1.74
C 1.04 -0.68 -2.67
H 0.95 0.02 -3.46
H -2.30 -0.58 2.41
H 0.85 2.10 1.14
H -2.01 -1.87 0.29
H 1.90 -1.29 -2.80
H -0.82 1.43 2.77
H 0.22 -1.24 -2.57
H -0.44 1.91 0.15

No. 4
19
Properties=species:S:1:pos:R:3 method="wB97M-V/def2-TZVPD" homo_ev="-12.36 / -12.39" gap_ev="8.70 / 8.70" charge=+1 largest_force_ha_per_bohr=0.080 total_energy_ev=-27463.2865 s2=0.7508 relative_energy_kcal_mol=0.0 multiplicity=2
Ce 0.05 0.38 0.41
O 0.18 -1.13 1.72
O 0.39 -1.61 -0.92
O 1.11 0.99 -1.20
O -1.94 1.99 1.12
C 1.49 -1.32 -1.80
C 1.30 0.12 -2.27
C 0.53 -2.66 -0.02
C 0.38 -2.35 1.29
C -2.76 3.89 2.48
C -2.28 2.90 1.79
H 1.50 -2.04 -2.63
H 2.44 -1.43 -1.22
H -2.56 4.91 2.16
H 0.37 -3.17 2.02
H 0.64 -3.66 -0.43
H -3.42 3.68 3.33
H 2.19 0.38 -2.88
H 0.42 0.14 -2.96

No. 5
18
Properties=species:S:1:pos:R:3 method="wB97M-V/def2-TZVPD" homo_ev=-8.82 gap_ev=8.78 charge=0 largest_force_ha_per_bohr=0.075 total_energy_ev=-34373.9551 relative_energy_kcal_mol=45.0
Cl 1.72 -0.14 -0.84
Cl -1.48 1.22 1.43
N 0.54 -0.41 1.92
N -0.07 -3.43 -0.48
C -0.34 1.64 -1.19
C -0.05 0.41 1.02
C 0.30 0.54 -0.29
C -0.51 1.07 -2.56
C 0.81 -3.28 0.24
C 0.19 -0.53 3.11
H -1.25 1.58 -3.25
H -1.28 1.90 -0.69
H 0.39 2.43 -1.07
H 0.51 0.88 -3.02
H 0.90 -0.88 3.82
H -1.14 0.10 -2.50
H -0.72 -0.18 3.53
H 1.50 -2.92 0.84